(1)
C60H142Cl6N10O26P4 | the ωB97M-V functional and the def2-TZVPD basis

Each line ends with the Mulliken charge.
Atoms and positions in Å:
C 5.2436 -8.7123 28.8997  -0.194
O 6.4330 -8.8471 28.8250  -0.264
N 4.3993 -9.6872 29.0752  0.494
C 3.0423 -9.5151 28.6569  -1.405
C 4.7656 -11.0882 29.4683  -0.873
H 4.7438 -7.7486 28.7165  0.391
H 2.8496 -8.5271 28.2387  0.587
H 2.3348 -9.6814 29.4693  0.196
H 2.7532 -10.2445 27.9003  0.769
H 5.7629 -11.1271 29.9064  2.023
H 3.9802 -11.4805 30.1143  -0.406
H 4.7384 -11.7087 28.5725  -0.574
C 4.9832 -17.2217 26.2237  -0.941
O 5.6076 -16.3419 26.8740  0.273
N 5.6673 -18.0390 25.3484  1.110
C 4.9032 -19.0085 24.5730  -1.051
C 7.1434 -18.1104 25.1885  -0.680
H 3.9025 -17.4311 26.2040  -1.080
H 5.3484 -20.0014 24.6359  0.512
H 4.8507 -18.7706 23.5106  0.393
H 3.8768 -19.0219 24.9398  0.231
H 7.4849 -19.1454 25.2019  0.462
H 7.4232 -17.5866 24.2745  0.257
H 7.6528 -17.5201 25.9503  -0.172
C -0.2793 -16.4005 33.3071  -0.329
O 0.3008 -16.8597 32.2783  -0.218
N 0.3302 -15.7125 34.3190  0.268
C -0.3979 -15.1674 35.4852  -1.139
C 1.7854 -15.5711 34.3922  -1.113
H -1.3537 -16.4787 33.5347  0.205
H -1.4826 -15.0679 35.4453  0.333
H -0.0418 -14.1402 35.5642  0.379
H -0.1641 -15.6765 36.4202  0.354
H 2.2784 -15.9829 33.5116  0.008
H 2.1848 -14.5570 34.4055  0.096
H 2.0565 -16.0751 35.3199  0.470
C 0.9326 -11.5663 29.5419  -1.093
O 1.9303 -11.0501 30.0417  -0.313
N 0.9008 -12.1267 28.2958  0.341
C -0.2649 -12.8805 27.8090  -1.420
C 2.0933 -12.1062 27.4009  -2.158
H -0.0322 -11.5916 30.0716  1.233
H -0.9243 -13.1328 28.6394  -0.224
H -0.1023 -13.7542 27.1779  -0.599
H -0.9140 -12.2413 27.2104  1.434
H 3.0065 -12.0774 27.9954  -0.121
H 2.2004 -13.0224 26.8203  0.759
H 2.1151 -11.2318 26.7504  1.063
C -1.0509 -12.0950 31.3597  -0.537
O -1.6335 -12.7069 30.4544  -0.641
N -0.1293 -12.6853 32.1407  0.663
C 0.5714 -11.9231 33.1590  -1.479
C 0.3027 -14.1068 32.0888  -0.055
H -1.2647 -11.0301 31.5399  0.561
H 0.4149 -12.2172 34.1969  0.319
H 0.3031 -10.8667 33.1737  0.545
H 1.6165 -11.9199 32.8494  0.662
H 0.1570 -14.4905 33.0986  -0.142
H -0.3962 -14.7631 31.5703  -0.445
H 1.3280 -14.2631 31.7534  0.500
C -1.1845 -16.0043 20.8978  0.120
O -0.9520 -16.2747 19.6991  -0.625
N -0.9441 -14.8207 21.5561  0.147
C -1.1187 -14.7301 23.0399  -1.273
C -0.5842 -13.5289 20.8912  -0.861
H -1.5938 -16.7793 21.5641  0.409
H -1.3258 -15.6826 23.5276  0.208
H -1.9682 -14.1296 23.3654  0.625
H -0.2414 -14.3004 23.5235  0.511
H -1.2235 -12.7461 21.2993  0.239
H 0.4727 -13.3483 21.0870  0.313
H -0.6841 -13.5608 19.8062  0.444
C -1.2569 -12.5976 25.1215  -0.268
O -0.1023 -12.8891 25.3635  -0.898
N -1.6605 -11.9275 24.0226  0.526
C -3.0350 -11.5367 23.8132  -1.033
C -0.6915 -11.4030 23.0153  -1.007
H -2.0821 -12.7332 25.8377  0.337
H -3.1130 -10.4954 24.1260  0.428
H -3.7321 -12.0707 24.4590  0.338
H -3.3246 -11.5621 22.7627  0.294
H -1.0461 -11.6457 22.0135  0.290
H -0.6718 -10.3185 23.1234  0.429
H 0.2950 -11.8543 23.1211  0.158
C 7.9095 -15.3690 29.8349  -0.625
O 8.6548 -14.4094 29.6962  -0.583
N 7.4041 -16.0665 28.7681  0.493
C 6.3479 -17.0612 28.8655  -0.706
C 7.7684 -15.5871 27.4194  -0.160
H 7.4659 -15.6249 30.8095  0.911
H 6.3822 -17.8115 28.0755  -0.198
H 5.3846 -16.5518 28.8908  -0.256
H 6.3589 -17.6303 29.7950  1.000
H 8.2685 -16.3617 26.8381  0.188
H 6.8508 -15.3087 26.9012  -0.760
H 8.5280 -14.8054 27.4283  0.400
C -3.3750 -15.6317 28.6952  0.123
O -4.3182 -15.3151 29.4302  -0.676
N -2.1628 -15.7731 29.1627  0.160
C -1.0840 -15.9350 28.1832  0.049
C -1.7353 -15.4960 30.5118  0.667
H -3.4353 -15.7666 27.6042  0.320
H -1.4156 -16.2658 27.1989  0.469
H -0.2747 -16.5606 28.5597  -0.660
H -0.7331 -14.9163 28.0184  0.314
H -1.2537 -14.5183 30.4973  -0.514
H -2.6316 -15.4691 31.1316  0.297
H -1.0018 -16.1959 30.9121  0.425
C 4.3561 -17.0078 22.2914  -0.834
O 5.2922 -16.4190 22.8611  -0.368
N 3.1081 -17.1816 22.8193  0.867
C 2.0445 -17.8254 22.0448  -1.210
C 2.7717 -16.6744 24.1283  0.177
H 4.4750 -17.3857 21.2641  0.316
H 1.2174 -18.1464 22.6782  0.278
H 2.3317 -18.7087 21.4743  0.358
H 1.6376 -17.0520 21.3934  0.519
H 3.6523 -16.4187 24.7177  -0.090
H 2.0920 -15.8303 24.0120  0.636
H 2.2604 -17.5292 24.5710  0.476
Cl 7.0768 -12.7660 26.6741  -0.822
C 6.9333 -11.7069 28.1819  2.130
C 8.2871 -11.7987 28.9267  -2.414
Cl 8.3441 -10.7363 30.3526  -0.238
H 6.1642 -12.0496 28.8742  -3.658
H 6.7024 -10.6738 27.9223  -0.324
H 9.0937 -11.5047 28.2550  1.062
H 8.5942 -12.7857 29.2726  1.172
Cl 7.9614 -14.8926 23.5603  -0.230
C 6.7997 -14.2732 24.8012  0.240
C 5.3620 -14.5646 24.2663  0.518
Cl 4.1874 -13.4844 25.0121  0.032
H 7.0277 -13.2109 24.8886  0.293
H 6.9728 -14.7792 25.7510  0.048
H 5.0931 -15.5932 24.5070  -1.389
H 5.1579 -14.6011 23.1962  1.458
Cl -0.6735 -19.1056 27.4991  -0.470
C 0.8087 -18.6814 26.5510  0.743
C 1.9568 -18.6225 27.5327  -0.726
Cl 2.1005 -20.1844 28.4157  0.043
H 0.6496 -17.6895 26.1279  -0.649
H 1.0351 -19.5301 25.9055  0.785
H 1.8227 -17.7923 28.2262  0.724
H 2.8651 -18.6585 26.9312  0.339
C 2.6094 -18.1898 34.9066  -1.706
C 2.2244 -18.1157 33.4154  0.673
O 2.5129 -19.2688 32.7342  -0.443
P 1.3532 -20.4500 32.5434  0.804
O 0.5804 -20.6713 33.8251  -0.834
O 2.0984 -21.7858 32.0013  -0.438
C 2.9933 -21.6129 30.8605  1.238
C 2.5604 -22.5442 29.7145  -1.535
O 0.4425 -20.0376 31.2383  -0.550
C 0.1017 -18.6540 31.0674  1.286
C -0.6748 -18.5839 29.7522  -1.478
H 3.6837 -18.3169 35.0400  0.378
H 2.2831 -17.3380 35.5034  0.389
H 2.1086 -19.0523 35.3463  0.526
H 1.1650 -17.8676 33.4798  0.664
H 2.6928 -17.2316 32.9830  0.428
H 3.0831 -20.5834 30.5137  -1.055
H 3.9848 -21.9231 31.1903  0.352
H 1.6328 -22.2250 29.2393  0.476
H 3.3453 -22.8110 29.0067  0.349
H 2.2079 -23.4856 30.1361  0.385
H -0.2904 -18.1557 31.9540  0.619
H 1.0131 -18.0825 30.8918  -1.342
H -0.1483 -19.0759 28.9344  -0.032
H -1.7055 -18.9331 29.6911  0.872
H -0.6937 -17.5285 29.4806  -0.380
C 9.4572 -7.7238 27.6609  -1.686
C 8.5503 -8.9507 27.6659  1.114
O 8.5982 -9.6591 26.4485  -0.202
P 7.6422 -9.4522 25.1061  0.776
O 7.8154 -10.4103 24.0086  -0.749
O 6.0853 -9.3516 25.6356  -0.673
C 5.4868 -10.4746 26.3458  2.641
C 4.1174 -10.9195 25.7339  -0.919
O 7.8502 -7.9084 24.6809  -0.244
C 8.9165 -7.4709 23.8725  -0.238
C 9.0023 -5.9730 23.7951  -1.282
H 8.9419 -6.8622 28.0855  0.303
H 10.3165 -8.0086 28.2680  0.412
H 9.9005 -7.3419 26.7413  0.320
H 8.8154 -9.5618 28.5287  -0.434
H 7.5221 -8.6655 27.8888  -0.008
H 6.1513 -11.3315 26.4563  -0.291
H 5.2227 -10.2133 27.3705  -1.288
H 4.2996 -11.4075 24.7764  0.416
H 3.6337 -11.6872 26.3379  -1.074
H 3.5036 -10.0262 25.6184  0.725
H 9.8562 -7.9385 24.1665  0.358
H 8.7677 -7.7589 22.8318  0.348
H 9.3363 -5.5231 24.7301  0.301
H 9.8086 -5.7743 23.0890  0.392
H 8.0116 -5.5659 23.5929  0.288
C 1.2699 -16.3526 30.8660  0.912
C 1.7797 -15.5037 29.6681  0.164
O 2.1657 -16.3483 28.7008  0.455
P 2.4303 -15.8478 27.1410  -1.630
O 2.9474 -16.8919 26.2034  0.340
O 0.9136 -15.3925 26.7931  -0.645
C 0.5488 -15.1212 25.4806  0.826
C -0.9849 -15.3151 25.3846  -1.406
O 3.2002 -14.4166 27.2073  0.561
C 4.6429 -14.5204 27.3575  -0.651
C 5.1832 -13.1833 27.6676  -0.073
H 1.3494 -15.8450 31.8274  0.245
H 0.2566 -16.7092 30.6813  -0.929
H 1.8492 -17.2742 30.9232  -0.037
H 1.0366 -14.7575 29.3867  0.227
H 2.6869 -14.9720 29.9553  -0.281
H 0.6303 -14.0461 25.3206  0.493
H 1.1035 -15.5726 24.6580  -0.679
H -1.3043 -16.3570 25.4079  0.749
H -1.4622 -14.6861 26.1359  0.320
H -1.3684 -14.8241 24.4902  -0.496
H 4.9665 -15.2031 28.1432  0.388
H 5.0851 -14.9391 26.4535  -0.413
H 6.2719 -13.2368 27.6710  1.135
H 4.9743 -12.5064 26.8392  -0.696
H 4.8255 -12.7541 28.6035  1.589
C 6.3482 -13.3806 30.0919  1.421
C 5.9286 -14.2550 31.3623  -1.044
O 4.7182 -14.9104 30.9942  0.849
P 3.8705 -15.6710 32.1274  -0.374
O 4.6211 -16.0012 33.3681  -0.806
O 2.5848 -14.6968 32.4317  0.228
C 2.7920 -13.2768 32.7487  -1.613
C 2.7305 -12.4559 31.3896  -0.299
O 3.2672 -16.9837 31.3579  0.613
C 4.1019 -18.0039 30.8524  -0.672
C 3.7694 -18.3568 29.4266  -0.512
H 5.6239 -12.5850 29.9174  0.663
H 7.3503 -12.9549 30.1428  0.439
H 6.2987 -13.9937 29.1920  -0.324
H 6.6299 -15.0554 31.5978  0.185
H 5.7737 -13.6897 32.2813  0.491
H 1.9722 -13.0752 33.4382  0.600
H 3.7171 -13.0809 33.2908  0.305
H 3.6928 -12.4821 30.8783  -0.701
H 1.8929 -12.6895 30.7324  -0.101
H 2.5011 -11.4265 31.6649  1.208
H 5.1084 -17.5860 30.8709  0.527
H 4.2285 -18.9012 31.4582  0.455
H 3.7612 -17.4750 28.7860  1.136
H 4.5026 -19.0313 28.9843  0.482
H 2.7826 -18.8187 29.3931  -1.125

The total energy is -8999.71391 hartree. As for the spin multiplicity: 1.



(2)
CH14F3NaO10S | the ωB97M-V functional and the def2-TZVPD basis

Each line ends with the natural charge from an NBO analysis.
Atoms and positions in Å:
Na 1.1365 -0.5424 -0.5187  0.987
C -3.5479 3.2823 1.8979  0.707
F -2.9756 4.1780 1.0222  -0.333
F -3.9136 3.8923 3.0413  -0.325
F -4.5961 2.6477 1.4403  -0.309
S -2.2499 1.9600 2.3371  2.316
O -1.4920 2.5205 3.4696  -0.989
O -3.0751 0.8119 2.6083  -1.006
O -1.4441 1.8295 1.1510  -1.052
O -1.1395 -1.1330 -3.2571  -0.954
H -1.7098 -0.6358 -3.8435  0.481
H -1.4861 -2.0248 -3.2845  0.474
O -1.1311 3.3363 -2.7330  -0.938
H -2.0072 2.9545 -2.7879  0.469
H -0.6643 2.7775 -2.1116  0.468
O -1.6447 -2.5329 0.9778  -0.968
H -2.2760 -2.0018 1.4633  0.497
H -1.2665 -3.1168 1.6352  0.471
O 4.8602 -1.3665 -0.1985  -0.947
H 4.9347 -1.4958 0.7469  0.476
H 4.6340 -2.2309 -0.5419  0.473
O 1.7277 -2.1699 3.0580  -0.950
H 2.5200 -2.5654 3.4214  0.470
H 1.6411 -1.3368 3.5214  0.482
O 1.8652 -3.9937 -1.6099  -0.956
H 1.0225 -4.4474 -1.6257  0.480
H 2.3913 -4.4415 -2.2724  0.477
O 2.9463 1.7910 -2.2587  -0.960
H 3.8054 1.3758 -2.1828  0.474
H 3.1346 2.6781 -2.5650  0.487

The total energy is -1658.98445 hartree. Its energy relative to the best compared isomer or geometry (same formula, charge and spin) is 2.9165 eV. As for the spin multiplicity: 1.



(3)
C7H8 | the ωB97M-V functional and the def2-TZVPD basis

Each line ends with the natural charge from an NBO analysis.
Atoms and positions in Å:
C -0.3640 0.4409 3.2944  -0.245
C -0.3593 0.1920 2.1131  -0.005
C 0.0494 -0.4188 0.8454  -0.469
C 0.1620 0.3567 -0.4937  -0.283
C -1.1284 0.6511 -1.2762  -0.595
C 1.0777 -0.4496 -1.3290  0.009
C 1.8216 -1.1611 -1.9549  -0.258
H -0.6429 0.7212 4.2902  0.237
H -0.5010 -1.3496 0.6846  0.235
H 1.0782 -0.7054 1.0781  0.250
H 0.6539 1.3106 -0.2681  0.233
H -1.6547 -0.2679 -1.5580  0.212
H -1.8089 1.2880 -0.7039  0.216
H -0.8747 1.1719 -2.2076  0.220
H 2.4911 -1.7802 -2.5146  0.241

The SMILES is C#CC[C@H](C)C#C. The total energy is -271.38229 hartree. Its energy relative to the best compared isomer or geometry (same formula, charge and spin) is 4.0590 eV. As for the spin multiplicity: 1.



(4)
CH30F3NaO18S | the ωB97M-V functional and the def2-TZVPD basis

Each line ends with the natural charge from an NBO analysis.
Atoms and positions in Å:
Na 3.8576 0.4602 3.9760  0.997
C -0.4644 -1.0605 -0.4047  0.727
F 0.3168 -1.8314 0.3807  -0.328
F -0.0272 -1.0191 -1.6552  -0.319
F -1.7609 -1.4825 -0.4303  -0.323
S -0.4267 0.7611 0.1600  2.251
O 0.9908 1.1751 0.0814  -1.014
O -1.3882 1.4885 -0.7289  -0.975
O -0.9428 0.7914 1.5470  -1.016
O 1.7849 -3.1746 5.4680  -0.956
H 2.1332 -4.0583 5.5864  0.473
H 0.8521 -3.2557 5.6669  0.484
O 1.8210 -1.0429 -7.3388  -0.937
H 1.3486 -1.8744 -7.2972  0.465
H 2.5464 -1.1479 -6.7232  0.472
O -7.1140 2.9540 0.5294  -0.938
H -7.1369 2.6030 -0.3608  0.468
H -6.5490 3.7243 0.4692  0.470
O 4.9630 -1.5664 -4.0717  -0.936
H 5.2106 -2.3999 -4.4719  0.465
H 4.8891 -1.7614 -3.1374  0.471
O -3.4605 -2.1459 -5.9149  -0.931
H -3.6921 -2.8096 -6.5645  0.464
H -2.6479 -2.4664 -5.5236  0.467
O -3.5232 -4.8734 3.2501  -0.932
H -4.0267 -5.5615 3.6850  0.466
H -2.9767 -5.3394 2.6173  0.466
O -6.0081 -0.4897 3.3164  -0.942
H -5.3511 -1.1187 3.0181  0.469
H -6.2910 -0.0419 2.5191  0.472
O 3.8978 5.1070 -2.8325  -0.946
H 3.5014 4.5208 -2.1879  0.468
H 3.3932 4.9603 -3.6326  0.478
O -3.8779 6.8065 -1.6250  -0.938
H -3.4424 5.9637 -1.7525  0.473
H -3.5689 7.1096 -0.7712  0.465
O 0.3800 2.9416 -5.2003  -0.948
H 0.3901 2.0975 -5.6516  0.472
H -0.0233 2.7556 -4.3524  0.476
O -3.9122 4.2411 4.9305  -0.932
H -3.5982 3.9732 4.0669  0.473
H -3.1340 4.5768 5.3754  0.460
O 5.6838 -1.9065 0.3533  -0.943
H 6.0078 -1.0271 0.1587  0.472
H 6.4614 -2.4633 0.3122  0.471
O 6.5909 2.9638 1.1938  -0.946
H 5.8446 3.4596 0.8568  0.478
H 7.0105 3.5561 1.8178  0.469
O 3.2032 -8.1464 0.1843  -0.932
H 4.0620 -8.1858 0.6051  0.465
H 2.6983 -7.5396 0.7256  0.467
O -1.8259 0.0891 6.7096  -0.929
H -1.6163 0.4140 5.8340  0.474
H -1.0524 0.2962 7.2340  0.455

The total energy is -2270.39834 hartree. Its energy relative to the best compared isomer or geometry (same formula, charge and spin) is 0.0524 eV. As for the spin multiplicity: 1.